Here is a structure of composition C41H48BF5N10OS4Sn from the OMol25 dataset. Energies are from ωB97M-V/def2-TZVPD.

**E_tot**: -4545.26875 Ha
**HOMO-LUMO gap**: 6.697 eV
**Relative energy (zero: lowest compared OMol25 entry of this formula, charge and spin)**: 91.08 kJ/mol
**HOMO energy**: -7.1 eV
**E_LUMO**: -0.41 eV
**Max |F|**: 0.019 hartree/bohr

Atoms and positions in Å:
Sn 3.469 -0.644 -1.749
C -0.025 -3.726 -0.754
C -0.611 -2.397 -0.412
C -1.911 -2.094 -0.650
C -2.420 -0.816 -0.295
N -1.625 0.107 0.156
N -0.336 -0.172 0.388
B 0.515 0.986 0.922
N 0.861 0.767 2.415
N -0.335 0.535 2.991
C -0.453 0.339 4.259
C 0.683 0.412 5.105
C 1.912 0.579 4.564
C 3.138 0.581 5.417
C 2.050 0.716 3.124
S 3.592 0.708 2.479
C -1.828 -0.019 4.804
C -2.841 -0.125 3.662
C -1.713 -1.382 5.505
C -2.282 1.056 5.797
N -0.170 2.392 0.666
N -1.297 2.995 0.985
C -1.491 4.203 0.504
C -0.498 4.864 -0.268
C 0.662 4.229 -0.615
C 1.809 4.834 -1.356
C 0.753 2.901 -0.163
S 1.913 1.660 -0.294
C -2.858 4.833 0.749
C -3.367 4.487 2.154
C -3.796 4.237 -0.319
C -2.839 6.354 0.588
C 0.205 -1.411 0.235
S 1.723 -1.768 0.843
C -3.885 -0.447 -0.503
C -4.775 -1.693 -0.435
C -4.339 0.525 0.595
C -4.011 0.193 -1.893
H -0.712 -4.302 -1.372
H 0.194 -4.278 0.162
H 0.921 -3.591 -1.280
H -2.553 -2.830 -1.116
H 0.567 0.316 6.177
H 2.880 0.698 6.470
H 3.813 1.375 5.103
H 3.677 -0.359 5.287
H -2.526 -0.883 2.943
H -2.917 0.823 3.130
H -3.821 -0.396 4.058
H -1.299 -2.124 4.820
H -2.699 -1.722 5.827
H -1.067 -1.334 6.383
H -2.379 2.019 5.292
H -1.571 1.171 6.618
H -3.252 0.790 6.222
H -0.658 5.891 -0.565
H 1.527 5.761 -1.851
H 2.197 4.124 -2.088
H 2.616 5.046 -0.651
H -3.279 3.421 2.344
H -4.414 4.777 2.253
H -2.786 5.019 2.911
H -3.756 3.151 -0.292
H -3.500 4.567 -1.317
H -4.824 4.556 -0.136
H -2.099 6.823 1.241
H -3.821 6.746 0.854
H -2.637 6.653 -0.442
H -4.581 -2.255 0.481
H -4.624 -2.350 -1.293
H -5.822 -1.389 -0.433
H -4.513 -0.019 1.526
H -5.272 1.012 0.305
H -3.576 1.276 0.782
H -3.735 -0.521 -2.672
H -3.347 1.052 -1.987
H -5.040 0.516 -2.070
C 5.393 -4.276 -4.030
C 4.964 -3.316 -2.967
N 4.753 -2.075 -3.245
N 4.994 -1.687 -4.515
C 4.739 -0.447 -4.815
N 4.980 -0.069 -6.088
S 4.106 0.812 -3.779
C 4.803 -3.748 -1.564
C 4.592 -5.080 -1.216
C 4.484 -5.416 0.124
C 4.598 -4.425 1.084
C 4.787 -3.121 0.653
N 4.889 -2.793 -0.628
H 4.551 -4.488 -4.693
H 5.770 -5.206 -3.611
H 6.158 -3.807 -4.645
H 5.394 -0.721 -6.730
H 4.851 0.890 -6.345
H 4.482 -5.839 -1.977
H 4.294 -6.441 0.415
H 4.528 -4.649 2.139
H 4.856 -2.299 1.360
F -1.678 -2.302 -6.833
C -0.929 -1.985 -5.766
C -1.387 -1.073 -4.830
F -2.592 -0.507 -4.985
C -0.613 -0.741 -3.738
F -1.080 0.173 -2.868
C 0.658 -1.299 -3.499
O 1.354 -0.988 -2.456
C 1.067 -2.238 -4.465
F 2.256 -2.845 -4.285
C 0.311 -2.569 -5.571
F 0.774 -3.460 -6.454